{"formula": "C5H4Cl2N2O3", "method": "ωB97M-V/def2-TZVPD", "elements": ["H", "H", "C", "O", "N", "C", "H", "C", "O", "O", "Cl", "C", "Cl", "H", "N", "C"], "positions_angstrom": [[0.251, -2.285, 1.286], [-1.584, 0.501, -1.806], [-2.037, -0.053, 0.041], [2.785, 0.702, 0.802], [2.062, -0.134, 0.209], [-0.039, 1.375, -0.596], [-2.187, -1.594, 1.340], [0.823, -0.420, 0.410], [0.697, 1.612, -1.519], [2.532, -0.620, -1.014], [-3.715, 0.268, -0.014], [-1.534, -0.927, 0.894], [-0.044, 2.121, 0.948], [3.334, -0.069, -0.975], [-1.247, 0.775, -0.833], [-0.098, -1.252, 0.828]], "forces_ev_per_angstrom": [[-0.747, 2.240, -0.865], [1.590, 1.136, 1.297], [1.133, 1.875, 0.010], [-0.484, -1.116, -0.524], [-0.734, -0.012, 0.218], [-0.615, 0.381, -2.577], [-1.045, -0.964, 1.328], [0.719, -1.060, 0.700], [0.273, 0.394, 0.833], [0.559, 0.837, 0.840], [-0.449, 0.012, -0.267], [1.809, -0.128, -1.828], [0.374, 0.904, 1.062], [0.453, -0.150, -0.948], [-3.420, -2.555, -0.983], [0.584, -1.794, 1.705]], "mulliken_charge": [0.269, 0.302, 0.173, -0.621, 0.568, 0.624, 0.453, -0.112, -0.537, -0.316, -0.168, -0.614, -0.084, 0.361, -0.253, -0.045], "smiles": "O=C(Cl)N/C(Cl)=C\\C=C=[N+]([O-])O", "e_lumo_ev": -0.483, "de_lowest_ev": 4.035}

{"formula": "C4H6N2O2", "method": "ωB97M-V/def2-TZVPD", "elements": ["H", "N", "C", "H", "N", "C", "H", "O", "H", "H", "C", "C", "O", "H"], "positions_angstrom": [[1.127, -0.720, -1.975], [-0.231, 1.337, -0.181], [1.235, -0.705, 0.105], [1.421, 1.340, 1.163], [0.640, -0.536, -1.115], [0.534, 0.750, 0.929], [-1.037, 1.871, 0.128], [-2.152, -0.545, 0.958], [0.008, 0.595, 1.875], [-1.212, 0.285, -1.796], [-1.284, -0.790, 0.171], [-0.625, 0.137, -0.887], [2.241, -1.252, 0.418], [-0.666, -1.767, 0.208]], "forces_ev_per_angstrom": [[-0.302, -0.093, -0.092], [-0.068, 0.099, 0.186], [-0.001, 4.342, 0.402], [0.075, -0.120, -0.171], [-0.160, -0.783, 0.264], [1.554, -1.278, -0.276], [-0.007, -0.124, 0.165], [0.176, 0.294, -0.710], [-0.170, -0.333, -0.328], [0.081, 0.051, 0.170], [-0.174, -1.835, 0.170], [0.255, -0.099, -0.144], [-0.005, -0.732, 0.205], [-1.254, 0.611, 0.159]], "mulliken_charge": [0.223, -0.441, 0.322, 0.350, -0.142, -0.519, 0.283, -0.484, 0.255, 0.481, 0.236, -0.320, -0.524, 0.279], "smiles": "O=C[C@H]1NCC(=O)N1", "e_lumo_ev": 0.261, "de_lowest_ev": 2.654}

{"formula": "C9H60NO22", "method": "ωB97M-V/def2-TZVPD", "elements": ["C", "C", "O", "H", "H", "H", "O", "H", "O", "H", "O", "H", "H", "H", "O", "H", "H", "H", "N", "H", "O", "H", "H", "H", "H", "O", "C", "H", "H", "H", "H", "O", "H", "H", "H", "O", "H", "O", "H", "H", "H", "O", "H", "H", "H", "O", "O", "H", "H", "O", "H", "H", "C", "O", "O", "H", "H", "C", "H", "H", "C", "C", "H", "H", "H", "H", "O", "H", "H", "H", "H", "C", "C", "H", "O", "O", "O", "H", "H", "H", "H", "H", "H", "H", "H", "O", "O", "H", "H", "H", "H", "H"], "positions_angstrom": [[-0.591, -1.072, 1.100], [0.538, 0.748, -0.458], [-0.279, -4.317, 0.535], [-1.510, -0.162, 2.812], [1.042, -0.746, 2.484], [-1.995, 0.995, 2.661], [2.138, 1.302, -3.126], [1.379, 0.773, -3.372], [1.247, -3.056, -0.046], [1.127, 1.985, -2.214], [1.092, 0.069, -4.138], [-0.395, 1.582, -2.359], [-1.608, 2.219, 2.007], [2.672, 1.845, -1.054], [-2.328, 1.432, -1.624], [-0.895, -0.705, -1.436], [-1.259, -3.041, 0.355], [3.673, -0.264, -1.138], [-0.091, -0.633, -0.280], [0.771, 0.318, -2.647], [-1.111, 3.126, -2.774], [2.422, -0.841, -2.206], [-1.605, 0.810, -1.548], [0.243, 0.851, -3.438], [2.664, 0.104, -0.363], [-2.337, 2.744, -0.149], [-1.535, -2.214, 1.009], [-1.420, 1.704, -0.368], [2.039, 0.695, 1.174], [0.262, -2.238, 2.809], [-0.927, 3.710, 1.846], [-1.139, -2.693, -1.546], [2.518, -2.737, 1.982], [-2.294, -1.048, -0.969], [-1.206, -0.681, 3.406], [3.583, 2.101, -0.912], [1.368, -0.414, -3.359], [2.945, -2.510, 1.156], [-1.130, 2.219, -3.080], [-3.150, -0.421, 2.291], [0.125, 1.577, 2.193], [-3.309, 0.410, 1.844], [-1.977, -2.471, 1.972], [-0.535, -3.401, -1.322], [1.285, -2.308, 1.568], [3.029, 3.331, 0.880], [-0.007, 3.462, 1.929], [-2.172, 2.069, 0.510], [-2.569, -1.750, 1.728], [-2.009, 1.755, 3.243], [0.392, -3.635, 0.547], [-1.947, 3.245, -2.324], [-0.479, 1.739, 0.181], [1.883, -2.700, 2.883], [0.357, -1.635, -1.193], [-2.296, 2.278, -0.984], [2.995, 0.585, -2.192], [-1.431, 0.100, 1.757], [-3.094, 0.889, -1.808], [2.339, -2.297, 3.622], [0.509, 1.123, -1.960], [2.015, 0.850, 0.095], [-4.037, -2.066, 1.916], [-1.171, 0.473, -3.825], [-0.068, 2.744, 0.090], [0.880, -2.200, -0.267], [2.861, -0.184, -1.639], [3.046, 4.013, 1.552], [-0.469, -0.502, 4.717], [1.925, -3.204, -0.706], [-2.458, -0.053, 1.425], [-0.840, 1.512, 1.692], [0.574, -1.595, 1.985], [-2.805, 2.228, 3.000], [-0.624, 1.225, -3.599], [1.600, -1.245, -2.483], [-3.324, -1.539, 2.277], [0.397, 3.764, 1.115], [2.758, 2.540, 1.347], [-2.449, -1.931, 0.486], [0.196, -5.117, 0.308], [-0.717, -1.903, -1.209], [2.643, 1.389, -3.934], [2.266, -2.061, 0.651], [2.593, 1.767, -0.030], [-1.320, -0.360, 4.301], [-1.803, -0.755, -1.737], [0.980, -2.800, 3.185], [3.929, 2.253, -1.792], [-4.220, 0.356, 1.554], [0.691, -0.593, -4.701], [0.947, -0.909, -1.868]], "forces_ev_per_angstrom": [[1.756, 1.226, 0.355], [0.977, 0.016, 0.958], [-4.207, -5.862, 2.139], [-1.078, 2.363, -5.257], [0.308, 0.032, -0.356], [-1.438, 1.264, 2.255], [10.629, 7.195, -1.606], [3.300, 4.047, -0.189], [5.069, -2.809, -1.295], [-1.241, 0.209, 2.162], [-2.122, -5.505, -15.043], [1.638, -0.873, 5.541], [2.478, -0.057, -2.941], [0.031, 0.897, -2.325], [-3.565, -5.417, -7.897], [-0.583, 1.349, 0.096], [-0.362, 0.320, 1.059], [1.167, -0.409, -0.101], [1.077, 3.013, 4.724], [-2.565, 0.335, 6.468], [-0.979, 5.436, 0.885], [0.187, -4.582, -2.932], [0.073, -1.114, -0.438], [-3.279, 0.571, -2.429], [-2.442, 1.470, 4.511], [-5.474, 9.278, 7.065], [0.629, -1.275, -2.881], [5.341, -2.092, 1.232], [-0.499, -0.042, 0.626], [-4.817, 2.230, -1.127], [-0.050, 0.355, -0.176], [-7.469, -9.886, -2.991], [2.182, -0.821, -1.773], [0.079, -0.126, -0.243], [1.978, -3.114, 2.607], [5.031, 1.601, -4.625], [2.447, -6.499, 1.498], [6.711, 1.843, -3.681], [-1.320, 1.167, -1.117], [-2.437, -0.091, 2.483], [-0.869, -0.430, 0.715], [-13.253, 10.567, -0.838], [3.995, -3.157, 0.243], [-0.152, -0.299, -0.088], [-3.211, 2.554, -1.519], [0.047, 1.767, 1.345], [1.747, 4.278, 1.474], [-1.772, 1.178, 0.712], [-0.993, 0.946, -0.616], [-4.475, 2.807, 9.790], [0.575, -0.620, 0.261], [0.281, 0.786, -0.120], [3.877, -2.977, 0.264], [2.961, -4.784, 12.657], [1.136, 8.222, 7.349], [-1.417, 2.286, -0.027], [-0.299, 1.258, -1.120], [10.370, -4.140, -3.130], [-0.081, -0.032, -0.043], [0.784, -0.118, 0.471], [-1.208, 1.023, 8.552], [-3.156, -1.291, 4.901], [-0.494, 0.079, 0.152], [-0.487, -0.338, -0.333], [-0.245, -0.896, -1.004], [-0.160, 0.675, -1.258], [13.032, 4.472, 3.673], [-0.134, 0.293, 0.342], [0.259, 0.051, 0.340], [0.058, -0.351, -0.115], [5.249, -0.579, -4.916], [3.772, -2.723, -7.629], [-3.741, 3.100, -2.227], [-0.592, -0.037, 0.432], [-5.963, -2.114, -10.245], [-0.437, -6.627, -11.740], [-5.340, -6.002, 4.995], [0.252, 0.475, 0.112], [-0.176, -0.179, 0.373], [0.293, 0.151, -1.328], [0.190, -0.193, -0.054], [-1.565, -2.888, -0.701], [0.533, -0.013, -0.805], [1.607, 0.172, 0.008], [-3.535, -1.636, 3.589], [0.344, -1.143, 4.370], [-4.600, 2.105, -3.477], [1.213, -1.818, 1.205], [0.683, 0.708, -0.450], [-1.623, 0.326, 0.158], [-0.613, -0.195, -0.032], [0.173, -0.342, 0.088]], "mulliken_charge": [2.855, 2.083, -0.664, 1.033, -0.171, 0.529, -0.507, 0.211, -0.697, 1.043, -0.671, -1.149, 1.469, 0.101, -0.303, 0.828, 0.046, 0.743, 0.807, -1.869, -0.778, 1.064, -1.023, -0.358, -1.133, -0.987, -1.267, -0.213, 1.026, 0.021, 0.439, -0.688, 0.377, 0.413, -0.837, -0.569, 0.500, -1.025, 0.586, 0.733, -0.028, -0.354, 0.208, 0.757, 0.755, -0.673, -0.661, 1.046, -0.154, -0.734, 0.672, 0.435, -0.770, -0.652, -0.525, 0.365, 0.337, -2.905, 0.155, 0.409, 0.223, -2.722, 0.373, 0.429, 1.521, -0.726, -0.963, 0.323, 0.388, 0.442, 0.362, -1.312, -1.421, 0.526, -0.701, -1.101, -0.744, 0.640, 0.243, 1.168, 0.317, -0.560, 0.291, 0.476, 0.411, -0.659, -0.848, 0.532, 0.390, 0.421, 0.597, 1.000], "charge": -1, "e_lumo_ev": 2.299, "de_lowest_ev": 77.206}

{"formula": "C23H32Br8O7S", "method": "ωB97M-V/def2-TZVPD", "elements": ["H", "H", "O", "C", "H", "C", "H", "H", "C", "H", "Br", "C", "C", "H", "C", "H", "H", "Br", "H", "Br", "H", "O", "C", "C", "Br", "O", "H", "C", "H", "C", "H", "H", "S", "C", "C", "C", "H", "H", "O", "C", "C", "C", "H", "H", "Br", "Br", "H", "O", "H", "H", "C", "Br", "C", "H", "H", "C", "H", "C", "H", "H", "H", "H", "Br", "H", "H", "H", "O", "C", "C", "O", "C"], "positions_angstrom": [[2.568, 5.131, 5.465], [-1.296, -1.803, -4.124], [-0.525, 3.823, 6.321], [0.933, -6.056, -1.919], [2.700, 3.116, 3.287], [1.568, 5.220, 5.880], [0.900, -6.694, -2.798], [-2.668, -0.624, 0.050], [-2.109, -3.559, -4.901], [2.404, -1.185, -0.492], [1.285, -0.942, -3.309], [-3.230, -4.514, -4.932], [1.947, 2.989, 2.511], [-3.590, 4.485, 4.265], [-3.442, 3.743, 2.181], [-1.260, 4.960, -0.154], [0.161, -1.704, -0.495], [1.417, -4.304, -2.626], [3.002, -6.558, -1.450], [2.281, 1.646, -1.507], [3.826, 1.965, -3.468], [-4.264, 2.858, 2.272], [-0.888, -1.656, -0.777], [2.016, -6.532, -1.006], [4.781, -3.923, 0.685], [-3.462, -1.000, -2.823], [2.135, 2.066, 1.955], [-1.528, 5.874, 1.867], [-0.046, -5.971, -1.468], [3.102, -3.028, 0.374], [-5.246, -4.850, -4.105], [0.323, 1.998, 3.541], [0.665, 3.749, 5.573], [-2.553, 3.840, 1.012], [-3.144, 4.678, 3.297], [-1.620, -0.832, 0.247], [2.037, -6.017, -0.051], [4.158, -1.308, -0.432], [-3.184, -5.555, -5.556], [3.286, 1.112, -3.073], [-4.428, -4.141, -4.130], [-2.173, -2.434, -4.186], [1.043, 6.044, 5.410], [2.697, -3.476, -0.537], [1.593, -8.383, -0.519], [-0.681, 0.868, 0.414], [-5.305, -2.912, -2.714], [-0.752, 6.798, 1.752], [-2.683, 3.123, 0.210], [2.416, -3.258, 1.181], [-2.277, 5.668, 3.139], [-1.509, -3.493, -0.753], [-3.381, -2.056, -3.416], [-1.589, -1.286, 1.234], [4.020, 0.414, -2.667], [-4.461, -3.043, -3.380], [-0.166, 3.082, 2.277], [-1.661, 4.812, 0.842], [-1.194, -3.827, -5.417], [3.094, -0.151, -4.848], [-1.936, 6.252, 3.985], [1.607, 5.297, 6.965], [3.351, -0.466, 1.712], [-0.984, -1.265, -1.784], [2.047, 3.782, 1.763], [1.817, 1.057, -4.625], [0.296, 4.004, 4.062], [2.476, 0.355, -4.116], [3.241, -1.556, 0.093], [1.497, 2.587, 5.644], [0.545, 2.966, 3.090]], "forces_ev_per_angstrom": [[0.017, -0.047, -0.024], [-0.198, 0.279, -0.001], [-1.313, -0.008, 0.885], [0.351, -0.046, -0.761], [0.046, -0.136, -0.040], [0.365, -0.199, 0.159], [-0.218, -0.007, 0.023], [0.089, 0.066, -0.456], [0.353, 0.267, 0.253], [-0.124, 0.038, 0.141], [0.283, -0.226, -0.304], [-0.462, -0.083, -0.290], [-0.079, 0.311, -0.314], [-0.160, -0.092, -0.121], [0.519, -0.512, 0.775], [0.659, 0.006, 0.284], [0.017, -0.059, -0.158], [0.000, 0.013, -0.200], [0.022, 0.118, -0.141], [0.032, 0.426, -0.216], [-0.245, 0.139, -0.174], [-0.213, 0.152, -0.071], [0.225, 0.112, 0.266], [-0.214, -0.447, 0.768], [0.100, -0.028, 0.192], [0.139, 0.067, 0.023], [-0.048, -0.041, 0.287], [0.537, -0.273, 0.501], [-0.005, 0.017, 0.161], [-0.387, 0.004, -0.766], [0.088, -0.081, -0.097], [0.107, 0.072, 0.094], [0.970, -0.113, -0.846], [0.056, 0.016, -0.908], [-0.262, 0.014, 0.025], [-0.237, -0.076, 0.518], [0.094, 0.208, -0.096], [0.004, -0.221, -0.160], [0.060, 0.197, 0.163], [0.591, -1.294, 0.392], [0.141, -0.266, 0.105], [0.312, -0.288, -0.228], [-0.123, 0.099, 0.159], [0.168, -0.035, 0.220], [0.039, 0.001, -0.026], [-0.148, -0.041, -0.015], [0.066, 0.498, -0.033], [-0.065, 0.161, -0.213], [-0.277, -0.111, 0.177], [0.110, 0.101, 0.226], [0.423, -0.126, 0.050], [-0.404, -0.033, 0.082], [0.316, 0.204, 0.254], [0.239, -0.045, -0.024], [0.095, 0.180, -0.003], [-0.664, -0.717, -0.021], [-0.242, 0.383, 0.263], [-1.107, 0.543, -0.391], [-0.106, -0.107, -0.089], [0.162, -0.093, 0.106], [-0.175, 0.260, -0.123], [0.049, 0.260, -0.032], [-0.088, -0.214, -0.066], [-0.166, -0.036, 0.052], [0.028, 0.181, 0.262], [-0.030, -0.153, -0.122], [-0.100, 0.193, -0.763], [-0.637, 1.196, 0.123], [0.289, 0.345, 0.381], [0.104, 0.055, 0.207], [0.229, -0.927, -0.283]], "mulliken_charge": [0.306, 0.462, -0.626, -0.500, 0.356, -0.934, 0.384, 0.430, -0.428, -0.391, 0.002, 0.385, -0.511, 0.413, 0.136, 0.451, -0.235, -0.161, 0.421, -0.045, 0.428, -0.572, 0.233, -0.611, -0.171, -0.571, -0.215, 0.496, 0.365, 0.212, 0.401, 0.393, 1.201, -0.267, -0.273, -0.739, 0.251, 0.487, -0.563, -0.668, -0.484, 0.059, 0.296, -0.428, -0.167, -0.066, 0.416, -0.582, 0.702, 0.469, -0.354, -0.150, 0.175, 0.458, 0.248, -0.314, -0.557, -0.584, 0.422, 0.422, 0.408, 0.396, -0.131, 0.124, 0.264, 0.323, -0.176, -0.652, -0.021, -0.616, 0.372], "smiles": "O=C1C=CC(=O)C=C1.O=C1C=CC(=O)C=C1.CCOS(C)(=O)=O.BrCCBr.BrCCBr.BrCCBr.BrCCBr", "e_lumo_ev": -1.691}

{"formula": "C5H5AuCl2NO5Ti", "method": "ωB97M-V/def2-TZVPD", "elements": ["H", "O", "C", "H", "O", "O", "H", "C", "O", "O", "C", "Cl", "H", "C", "Cl", "H", "Au", "C", "Ti", "N"], "positions_angstrom": [[2.831, 3.346, -0.151], [2.499, 0.806, 0.960], [1.839, 1.513, 0.115], [0.841, 4.315, -1.211], [-0.152, -1.661, 2.580], [-5.174, -4.783, -0.423], [1.467, 3.399, 0.996], [0.491, -1.312, 1.638], [-1.301, -4.737, 0.381], [1.109, 0.875, -0.731], [1.836, 2.960, 0.065], [2.844, -2.653, -0.285], [-0.041, 2.941, -0.914], [-4.295, -4.041, -0.270], [-3.343, -0.086, -0.088], [1.258, 2.893, -1.950], [-3.271, -2.347, -0.060], [-2.016, -3.861, 0.189], [1.664, -0.869, 0.228], [0.914, 3.304, -1.069]], "forces_ev_per_angstrom": [[0.202, 0.127, 0.110], [-0.827, 0.546, -0.691], [0.662, -2.261, 0.924], [0.075, 0.276, 0.029], [3.769, 2.211, -5.770], [5.012, 3.581, 0.863], [0.135, 0.044, 0.048], [-6.469, -3.546, 9.419], [-3.034, 3.244, -0.835], [-0.156, -0.807, 0.255], [-0.332, 1.236, -0.423], [-1.207, 1.297, 0.509], [0.476, 0.281, -0.125], [-7.892, -4.938, -1.404], [-0.346, 1.043, -0.014], [-0.135, 0.210, 0.094], [-0.283, 0.650, -0.040], [5.543, -4.195, 1.382], [4.986, 0.606, -4.106], [-0.179, 0.394, -0.225]], "lowdin_spin": [0.000, 0.017, 0.001, 0.000, 0.129, 0.011, 0.000, 0.115, 0.021, 0.012, 0.000, -0.049, 0.000, 0.182, 1.022, 0.000, 0.585, 0.178, 0.776, 0.000], "charge": 4, "e_lumo_ev": [-15.973, -20.460], "multiplicity": 4, "de_lowest_ev": 0.000}

{"formula": "CH2BrF2N", "method": "ωB97M-V/def2-TZVPD", "elements": ["F", "H", "Br", "N", "H", "F", "C"], "positions_angstrom": [[1.301, 0.753, -0.629], [-1.543, 0.653, 1.646], [0.122, -1.474, -1.639], [-0.727, 0.276, 0.397], [-1.016, 0.992, -0.334], [1.266, -0.936, 0.759], [0.597, -0.265, -0.200]], "forces_ev_per_angstrom": [[0.912, 0.223, -0.579], [3.945, -1.486, -4.101], [0.288, 0.203, -0.005], [-1.961, 1.437, -0.040], [0.133, -1.088, 1.644], [0.023, 0.299, -0.691], [-3.339, 0.413, 3.772]], "mulliken_charge": [-0.183, 0.353, -0.093, -0.663, 0.242, -0.192, 0.536], "e_lumo_ev": -0.873, "de_lowest_ev": 2.782}